C38H42B2N9O2Os as an isolated structure at a distorted geometry, computed with ωB97M-V/def2-TZVPD.

The HOMO energy (spin up / spin down) is -0.4671 / -0.4666 Eh. The total charge is +2. The spin multiplicity is 2. The LUMO energy (spin up / spin down) is -5.78 / -9.75 eV. For the orbital gap (spin up / spin down), the calculation gives 6.9 / 3.0 eV. As for the expectation value of S²: 0.77.

```
94
Properties=species:S:1:pos:R:3:forces:R:3
Os 0.762 -1.163 -0.029 2.2 -0.8 1.1
O -2.850 0.581 -1.029 -1.7 2.2 -0.5
O -2.514 0.750 1.214 -1.1 1.5 0.5
N 3.775 -0.718 -0.326 0.5 0.1 0.3
N 2.741 -2.245 -2.014 -0.1 -0.4 -0.1
N 2.933 -1.087 0.668 -1.8 0.3 -0.7
N 1.813 -2.714 -1.148 -0.9 1.0 -0.2
N 2.463 0.262 -2.153 -0.3 0.6 -0.3
N 4.811 -0.356 -3.881 -0.2 0.3 -0.6
N 4.705 -0.896 -2.648 0.3 0.0 0.5
N 1.383 0.465 -1.357 -0.6 -1.5 1.1
N 0.031 -0.236 1.978 -0.1 0.5 -1.1
C -1.649 -1.438 -0.015 -0.5 0.8 -0.5
C -1.725 -2.414 1.038 -0.1 -0.5 0.0
C 4.910 -0.244 0.210 0.0 0.0 0.2
C -5.183 4.991 1.624 -0.1 0.0 0.0
C 1.568 2.201 -2.724 0.1 0.0 -0.1
C -3.820 2.855 1.538 0.6 -0.9 0.3
C -3.290 1.825 0.798 0.6 -0.3 2.1
C 6.402 -0.352 -5.753 0.0 -0.1 -0.2
C -0.211 -1.094 4.242 -0.1 0.2 0.1
C 5.964 -0.751 -4.391 -0.1 -0.3 0.6
C -6.427 5.563 0.932 0.0 -0.2 -0.1
C -1.770 -2.824 4.783 0.0 0.0 0.0
C -2.145 -4.136 -0.639 -0.2 0.3 -0.5
C -0.786 -1.930 5.181 0.0 0.0 -0.1
C -1.507 -2.119 2.471 0.1 0.2 0.0
C -1.989 -3.735 0.682 0.0 0.4 0.3
C -3.483 1.717 -0.573 0.8 -1.8 -1.5
C 2.404 -4.371 -2.510 0.1 0.0 0.0
C 1.621 -4.017 -1.413 0.0 0.4 -0.1
C 0.790 -4.890 -0.547 0.2 0.0 -0.1
C -2.129 -2.902 3.451 0.0 0.0 0.1
C 2.588 1.305 -2.985 -0.2 0.2 0.0
C -4.749 3.699 -0.522 0.2 -0.7 -1.9
C 5.811 -1.653 -2.377 -0.1 0.0 -0.1
C -0.342 2.217 -0.973 0.1 0.1 -0.1
C 3.557 -0.879 1.832 0.0 0.0 -0.1
C -1.910 -3.243 -1.673 0.0 -0.6 0.2
C -4.592 3.808 0.868 0.0 0.7 1.6
C -4.089 6.082 1.639 0.3 -0.2 -0.1
C -4.204 2.664 -1.267 -0.6 0.7 -0.4
C 4.820 -0.338 1.583 0.0 0.0 0.0
C -0.573 -1.168 2.904 -0.1 -0.1 0.0
C 6.636 -1.591 -3.462 0.0 0.2 -0.2
C 3.096 -3.227 -2.851 0.0 -0.2 -0.2
C -1.671 -1.920 -1.360 0.5 0.6 0.2
C 0.832 1.640 -1.686 0.3 -0.3 0.1
C 2.970 -1.266 3.145 0.0 0.0 -0.2
C -5.550 4.621 3.066 0.1 -0.2 -0.1
B -2.285 -0.005 0.081 1.2 -2.2 0.2
B 3.437 -0.881 -1.822 0.0 -0.1 -0.3
H 1.987 -1.716 3.013 0.1 0.0 0.1
H -1.955 -3.562 -2.705 0.0 0.0 0.0
H 7.480 -0.200 -5.782 0.0 0.1 0.0
H -6.103 5.438 3.526 0.1 0.0 0.0
H -0.485 -1.866 6.217 0.0 0.0 0.0
H -3.182 5.715 2.122 0.0 0.1 0.0
H 0.029 -5.407 -1.129 0.0 -0.1 0.1
H -2.058 -4.485 1.458 0.0 0.0 0.0
H -4.671 4.434 3.683 0.0 0.0 0.0
H -6.189 3.736 3.083 0.0 0.0 0.1
H 3.392 1.319 -3.700 0.0 0.0 0.0
H -2.439 -5.154 -0.856 0.1 0.0 0.0
H -3.840 6.389 0.622 0.0 0.1 0.0
H 2.468 -5.340 -2.972 0.1 0.0 0.0
H 2.910 -0.409 3.817 -0.1 0.0 0.0
H 1.377 3.142 -3.209 0.1 0.0 0.0
H -0.692 0.423 1.678 0.5 0.0 0.6
H -4.339 2.594 -2.337 0.0 0.0 0.0
H 0.317 -4.301 0.234 0.1 -0.1 0.0
H -2.243 -3.466 5.513 -0.1 0.0 0.0
H -6.191 6.033 -0.022 0.0 0.0 0.0
H 3.814 -3.071 -3.638 0.1 0.1 0.1
H -1.229 2.200 -1.606 0.1 0.0 0.0
H -1.640 -1.190 -2.160 0.0 0.0 0.0
H 3.615 -2.002 3.624 0.0 0.0 0.0
H -6.874 6.331 1.561 0.1 0.0 0.0
H -3.645 2.907 2.603 0.0 0.0 0.0
H 7.600 -2.054 -3.583 0.0 0.0 0.0
H 0.751 0.297 2.459 0.1 -0.1 -0.1
H 5.892 0.553 -6.075 0.0 0.0 0.0
H 5.708 0.133 -0.405 0.0 -0.1 -0.1
H -5.318 4.455 -1.042 0.0 0.0 0.0
H -0.142 3.256 -0.718 0.0 0.0 0.1
H -2.925 -3.576 3.168 0.1 -0.1 -0.1
H 0.521 -0.355 4.549 0.0 0.0 0.0
H 5.566 -0.071 2.310 0.0 0.0 0.0
H -7.172 4.782 0.770 -0.1 0.1 0.0
H 5.918 -2.190 -1.449 0.0 0.0 0.0
H 6.168 -1.142 -6.470 0.0 0.0 0.0
H -0.541 1.666 -0.052 0.1 0.1 -0.1
H -4.447 6.956 2.185 -0.1 -0.1 0.0
H 1.427 -5.644 -0.085 0.0 0.0 0.1
```
Positions in Å, forces in eV/Å.

***

A 2-piece molecular cluster, C4H12 overall at a distorted geometry, computed with ωB97M-V/def2-TZVPD.

The HOMO energy is -0.4018 Eh. The LUMO energy is 1.15 eV. For the orbital gap, the calculation gives 12.1 eV. Its SMILES is CC.CC.

```
16
Properties=species:S:1:pos:R:3:forces:R:3
C 1.739 -0.835 -0.075 2.5 0.5 1.4
C 0.967 -1.253 1.127 -3.4 -2.3 0.8
C -0.728 1.514 -0.390 -0.2 1.7 0.4
C -1.878 0.488 -0.742 -0.4 2.9 -0.5
H 1.173 0.052 -0.224 0.3 0.6 -1.9
H -0.111 -1.499 0.604 2.0 0.9 1.9
H 0.051 1.206 0.377 -1.6 0.2 -0.6
H -0.056 1.829 -1.262 -1.4 -0.3 0.9
H 0.877 -0.463 1.955 0.0 -1.1 -1.4
H -1.304 2.464 0.044 1.7 -1.8 -0.9
H 1.167 -2.248 1.622 0.4 1.1 -0.5
H -2.086 -0.093 0.105 -0.4 -0.8 1.3
H -2.855 1.149 -0.950 2.2 -1.8 0.0
H 2.788 -0.511 0.180 -0.8 -0.2 -0.1
H 1.859 -1.589 -0.848 -0.6 0.3 -0.2
H -1.603 -0.210 -1.524 -0.2 0.2 -0.4
```
Positions in Å, forces in eV/Å.

***

Electronic energy values, unit a.u., following the record order: -2256.52806 -159.52734.
Molecular weight values, unit g/mol, following the record order: 868.67 60.14.